DFT (ωB97M-V with the def2-TZVPD basis set) results for C2H6N2S in the gas phase.

CARTESIAN COORDINATES (ANGSTROEM)
C: -0.903 0.232 1.703
N: -0.312 -0.973 1.240
C: -0.115 -1.241 0.058
N: -0.108 -0.464 -1.088
S: 0.641 1.048 -0.932
H: -0.158 1.010 2.111
H: -1.741 0.746 1.141
H: -1.484 -0.037 2.651
H: 0.234 -2.208 -0.255
H: 0.072 -0.997 -1.881
H: 1.874 0.831 -0.483

Gap between HOMO and LUMO   9.98 eV
HOMO energy   -0.340 Ha
SMILES   C/N=C\NS
Spin multiplicity   1
E   -587.437898 Eh
LUMO level   0.7 eV


DFT (ωB97M-V with the def2-TZVPD basis set) results for a molecular structure, C23H37Cl2N2O8P2S.

CARTESIAN COORDINATES (ANGSTROEM)
C: 0.612 0.994 4.153
C: -0.595 1.800 3.701
O: -0.437 2.133 2.322
P: -1.669 2.769 1.493
O: -1.298 2.931 0.085
C: -3.104 1.705 1.696
C: -3.166 0.563 0.668
C: -1.820 -0.123 0.342
C: -1.842 -1.631 0.444
C: -2.972 -2.317 -0.115
C: -3.152 -3.660 -0.116
P: -4.731 -4.211 -0.881
O: -4.516 -3.545 -2.357
Cl: -4.382 -6.210 -1.286
C: -2.135 -4.436 0.518
N: -2.093 -5.758 0.707
S: -0.724 -6.068 1.478
N: -0.115 -4.598 1.624
C: -0.989 -3.760 1.056
C: -0.831 -2.346 1.002
C: 0.445 -1.771 1.549
C: 1.635 -2.103 0.630
C: 1.421 -1.650 -0.833
C: 1.018 -2.822 -1.742
C: 2.671 -0.938 -1.372
C: 3.888 -1.873 -1.557
C: 4.417 -1.845 -2.962
C: 5.680 -1.631 -3.327
C: 6.825 -1.537 -2.342
C: 6.057 -1.473 -4.775
O: -2.034 4.055 2.337
C: -1.998 5.388 1.727
C: -2.776 6.325 2.631
H: 0.727 1.044 5.234
H: 1.506 1.347 3.643
H: 0.480 -0.056 3.883
H: -0.693 2.711 4.294
H: -1.499 1.208 3.860
H: -3.231 1.334 2.713
H: -3.955 2.368 1.525
H: -3.613 0.937 -0.250
H: -3.857 -0.183 1.068
H: -1.573 0.115 -0.696
H: -1.018 0.271 0.955
H: -3.733 -1.707 -0.588
H: -3.580 -3.506 -2.597
H: 0.634 -2.235 2.519
H: 0.390 -0.690 1.656
H: 2.545 -1.648 1.027
H: 1.788 -3.183 0.657
H: 0.601 -0.928 -0.849
H: 1.346 -2.637 -2.769
H: 1.485 -3.758 -1.433
H: -0.063 -2.958 -1.783
H: 2.930 -0.139 -0.677
H: 2.410 -0.491 -2.333
H: 4.684 -1.567 -0.876
H: 3.637 -2.900 -1.278
H: 3.698 -2.022 -3.758
H: 6.647 -0.764 -1.592
H: 6.983 -2.490 -1.838
H: 7.744 -1.259 -2.858
H: 6.920 -2.095 -5.030
H: 5.233 -1.721 -5.441
H: 6.359 -0.437 -4.951
H: -2.447 5.383 0.740
H: -0.956 5.696 1.671
H: -2.677 6.039 3.678
H: -2.437 7.348 2.476
H: -3.833 6.313 2.365
O: -2.878 7.266 -0.445
Cl: -3.374 6.981 -1.782
O: -4.219 8.068 -2.216
O: -4.139 5.754 -1.738
O: -2.260 6.836 -2.685

Gap between HOMO and LUMO   6.68 eV
HOMO energy   -0.217 Ha
Spin multiplicity   1
E   -3611.267349 Eh
LUMO level   0.8 eV
Total charge   -1


DFT (ωB97M-V with the def2-TZVPD basis set) results for 28 unconnected molecules or ions with the total composition C81H209N9O28.

CARTESIAN COORDINATES (ANGSTROEM)
C: -3.220 -18.531 -21.488
C: -3.892 -19.450 -20.278
C: -2.780 -20.451 -19.931
C: -3.271 -21.377 -18.793
C: -3.577 -20.563 -17.523
C: -4.486 -19.392 -17.814
N: -4.310 -18.697 -19.068
O: -4.996 -17.540 -19.397
C: -5.951 -19.813 -17.654
C: -4.202 -18.473 -16.640
C: -5.064 -20.167 -21.060
H: -2.136 -18.477 -21.384
H: -3.638 -17.533 -21.626
H: -3.355 -19.130 -22.389
H: -2.546 -21.100 -20.775
H: -1.851 -19.973 -19.623
H: -2.444 -22.037 -18.530
H: -4.099 -22.037 -19.050
H: -2.634 -20.119 -17.205
H: -3.939 -21.249 -16.757
H: -6.128 -20.329 -16.710
H: -6.720 -19.044 -17.731
H: -6.355 -20.508 -18.390
H: -4.674 -17.507 -16.819
H: -4.518 -18.873 -15.676
H: -3.143 -18.220 -16.679
H: -5.746 -20.748 -20.439
H: -4.480 -20.798 -21.729
H: -5.670 -19.445 -21.606
H: -5.776 -17.877 -19.844
C: -9.316 -17.117 -18.873
C: -10.774 -17.054 -19.467
C: -11.527 -18.316 -19.004
C: -12.099 -18.187 -17.581
C: -13.036 -16.908 -17.469
C: -12.386 -15.602 -18.047
N: -11.454 -15.763 -19.199
O: -10.676 -14.613 -19.435
C: -13.565 -14.679 -18.398
C: -11.637 -14.960 -16.827
C: -10.634 -17.238 -20.994
H: -8.683 -16.258 -19.097
H: -8.819 -18.045 -19.153
H: -9.391 -17.138 -17.786
H: -12.149 -18.698 -19.813
H: -10.747 -19.074 -18.937
H: -11.304 -18.066 -16.846
H: -12.732 -19.040 -17.338
H: -13.297 -16.690 -16.434
H: -13.980 -17.011 -18.006
H: -14.264 -14.594 -17.566
H: -13.131 -13.727 -18.703
H: -14.215 -15.064 -19.184
H: -11.277 -13.940 -16.955
H: -12.237 -14.921 -15.918
H: -10.748 -15.520 -16.537
H: -11.626 -17.209 -21.445
H: -10.233 -18.215 -21.261
H: -10.057 -16.403 -21.392
H: -11.009 -14.294 -20.277
C: -10.037 -25.110 -14.515
C: -9.367 -24.010 -15.346
C: -7.985 -24.647 -15.732
C: -7.201 -23.755 -16.656
C: -8.078 -23.316 -17.854
C: -9.580 -22.868 -17.630
N: -10.200 -23.724 -16.534
O: -11.412 -23.207 -16.156
C: -9.494 -21.302 -17.213
C: -10.272 -23.025 -19.027
C: -9.169 -22.777 -14.382
H: -10.925 -24.572 -14.184
H: -9.490 -25.322 -13.597
H: -10.196 -26.102 -14.940
H: -7.421 -24.669 -14.799
H: -7.956 -25.606 -16.249
H: -6.350 -24.390 -16.903
H: -6.808 -22.878 -16.141
H: -8.007 -23.932 -18.751
H: -7.490 -22.530 -18.329
H: -8.763 -21.287 -16.405
H: -9.178 -20.673 -18.045
H: -10.432 -20.933 -16.797
H: -9.883 -22.314 -19.756
H: -10.070 -23.960 -19.549
H: -11.332 -22.782 -18.954
H: -9.842 -21.925 -14.469
H: -8.153 -22.428 -14.569
H: -9.318 -23.109 -13.354
H: -11.902 -24.014 -15.983
C: -3.009 -24.440 -14.403
C: -3.714 -23.692 -13.243
C: -4.975 -24.486 -12.829
C: -4.647 -25.460 -11.664
C: -3.867 -24.850 -10.447
C: -3.164 -23.525 -10.741
N: -2.728 -23.440 -12.100
O: -1.855 -22.351 -12.412
C: -4.112 -22.336 -10.294
C: -1.916 -23.360 -9.790
C: -4.362 -22.394 -13.632
H: -3.725 -24.853 -15.114
H: -2.280 -25.212 -14.157
H: -2.361 -23.685 -14.847
H: -5.835 -23.923 -12.467
H: -5.339 -25.086 -13.663
H: -3.933 -26.153 -12.110
H: -5.581 -25.945 -11.382
H: -3.136 -25.567 -10.073
H: -4.709 -24.917 -9.758
H: -4.313 -22.296 -9.223
H: -3.715 -21.339 -10.484
H: -5.106 -22.409 -10.736
H: -1.131 -23.970 -10.238
H: -1.570 -22.364 -9.515
H: -1.977 -23.833 -8.810
H: -4.755 -21.652 -12.937
H: -5.207 -22.484 -14.314
H: -3.799 -21.885 -14.414
H: -1.306 -22.715 -13.110
C: 2.149 -23.128 -24.876
C: 0.609 -23.264 -25.044
C: -0.007 -23.257 -23.604
C: -1.559 -22.990 -23.533
C: -1.863 -21.693 -24.331
C: -1.303 -21.715 -25.790
N: 0.165 -22.082 -25.788
O: 0.796 -22.043 -27.056
C: -2.162 -22.628 -26.725
C: -1.400 -20.188 -26.235
C: 0.257 -24.687 -25.703
H: 2.735 -22.729 -25.704
H: 2.638 -24.043 -24.545
H: 2.206 -22.382 -24.083
H: 0.081 -24.286 -23.257
H: 0.566 -22.508 -23.058
H: -1.727 -22.687 -22.500
H: -2.245 -23.740 -23.926
H: -1.414 -20.895 -23.739
H: -2.916 -21.420 -24.399
H: -3.119 -22.113 -26.800
H: -1.752 -22.775 -27.724
H: -2.290 -23.638 -26.335
H: -1.329 -19.436 -25.449
H: -0.671 -19.856 -26.974
H: -2.416 -20.050 -26.603
H: 0.703 -24.789 -26.693
H: -0.787 -24.930 -25.896
H: 0.685 -25.531 -25.163
H: 0.560 -22.894 -27.433
C: -7.403 -22.162 -22.818
C: -6.813 -23.502 -22.859
C: -5.867 -23.736 -21.562
C: -5.391 -25.255 -21.347
C: -6.733 -26.067 -21.281
C: -7.663 -25.940 -22.534
N: -7.807 -24.559 -23.010
O: -8.740 -24.439 -24.115
C: -7.194 -26.909 -23.658
C: -9.077 -26.369 -22.025
C: -5.712 -23.608 -24.041
H: -8.162 -22.298 -22.048
H: -7.915 -21.962 -23.760
H: -6.677 -21.349 -22.782
H: -4.923 -23.225 -21.751
H: -6.364 -23.343 -20.674
H: -4.825 -25.371 -20.422
H: -4.723 -25.704 -22.081
H: -7.230 -25.862 -20.332
H: -6.409 -27.103 -21.177
H: -6.278 -26.574 -24.145
H: -6.715 -27.830 -23.325
H: -7.880 -27.243 -24.436
H: -9.862 -26.636 -22.733
H: -9.008 -27.147 -21.265
H: -9.596 -25.606 -21.445
H: -5.125 -24.526 -24.050
H: -5.041 -22.769 -23.854
H: -6.262 -23.448 -24.968
H: -8.423 -25.041 -24.792
C: 0.920 -26.504 -15.587
C: 1.532 -25.069 -15.679
C: 3.074 -25.135 -15.426
C: 3.839 -25.940 -16.505
C: 3.617 -25.206 -17.846
C: 2.198 -24.849 -18.228
N: 1.396 -24.390 -16.979
O: 0.093 -23.993 -17.301
C: 2.280 -23.635 -19.200
C: 1.573 -26.022 -19.040
C: 1.067 -24.170 -14.580
H: 0.959 -26.874 -14.563
H: 1.383 -27.128 -16.351
H: -0.124 -26.609 -15.885
H: 3.622 -24.205 -15.272
H: 3.247 -25.678 -14.496
H: 3.466 -26.964 -16.485
H: 4.915 -25.965 -16.328
H: 4.085 -25.677 -18.710
H: 4.312 -24.370 -17.768
H: 2.215 -22.732 -18.593
H: 3.244 -23.560 -19.704
H: 1.496 -23.641 -19.957
H: 2.293 -26.517 -19.691
H: 1.159 -26.819 -18.421
H: 0.693 -25.733 -19.614
H: 1.577 -24.229 -13.619
H: -0.009 -24.186 -14.403
H: 1.406 -23.153 -14.777
H: -0.314 -24.814 -17.585
C: -6.152 -16.288 -28.108
C: -7.167 -17.226 -27.327
C: -7.393 -18.608 -28.150
C: -6.072 -19.554 -28.028
C: -5.751 -19.825 -26.581
C: -5.630 -18.535 -25.643
N: -6.818 -17.642 -25.928
O: -6.931 -16.553 -25.031
C: -5.762 -19.010 -24.157
C: -4.279 -17.868 -25.816
C: -8.552 -16.539 -27.352
H: -5.722 -15.519 -27.467
H: -6.694 -15.674 -28.827
H: -5.479 -16.934 -28.673
H: -8.230 -19.222 -27.817
H: -7.529 -18.513 -29.227
H: -5.164 -19.274 -28.562
H: -6.422 -20.460 -28.520
H: -4.834 -20.413 -26.537
H: -6.394 -20.546 -26.076
H: -4.898 -19.635 -23.935
H: -5.862 -18.188 -23.449
H: -6.678 -19.567 -23.960
H: -3.404 -18.237 -25.281
H: -4.002 -17.804 -26.868
H: -4.583 -16.861 -25.531
H: -8.568 -15.586 -26.823
H: -9.346 -17.078 -26.835
H: -8.884 -16.360 -28.374
H: -6.512 -15.818 -25.483
C: -9.282 -17.771 -14.603
C: -7.942 -17.250 -14.152
C: -7.089 -16.529 -15.239
C: -7.530 -15.046 -15.440
C: -7.628 -14.339 -14.066
C: -8.480 -15.111 -13.007
N: -8.115 -16.490 -12.933
O: -8.658 -17.203 -11.849
C: -8.153 -14.415 -11.644
C: -10.032 -14.725 -13.319
C: -6.977 -18.451 -13.813
H: -10.014 -17.018 -14.894
H: -9.743 -18.467 -13.901
H: -9.221 -18.389 -15.499
H: -6.029 -16.446 -14.999
H: -7.275 -17.000 -16.204
H: -8.447 -15.156 -16.019
H: -6.843 -14.458 -16.049
H: -8.031 -13.335 -14.205
H: -6.636 -14.242 -13.624
H: -8.805 -14.740 -10.833
H: -7.172 -14.660 -11.239
H: -8.201 -13.326 -11.606
H: -10.199 -13.649 -13.366
H: -10.187 -15.031 -14.353
H: -10.733 -15.133 -12.591
H: -6.453 -18.965 -14.619
H: -7.452 -19.100 -13.077
H: -6.175 -18.070 -13.179
H: -9.506 -17.469 -12.212
O: -4.680 -11.767 -17.173
H: -5.628 -11.688 -17.281
H: -4.524 -12.708 -17.100
O: -0.405 -13.802 -19.638
H: -0.803 -14.672 -19.673
H: 0.427 -13.937 -19.185
O: -4.007 -14.044 -25.997
H: -3.883 -14.970 -26.207
H: -3.982 -14.010 -25.040
O: -4.623 -26.280 -16.860
H: -4.602 -26.846 -16.088
H: -4.520 -26.880 -17.599
O: 1.531 -19.175 -18.586
H: 1.372 -19.819 -17.895
H: 2.472 -19.233 -18.755
O: -0.188 -17.669 -19.894
H: 0.349 -16.991 -20.305
H: 0.445 -18.286 -19.527
O: 1.857 -15.554 -20.867
H: 2.092 -14.627 -20.871
H: 1.920 -15.814 -19.948
O: -7.473 -15.028 -21.981
H: -7.806 -14.131 -21.980
H: -8.211 -15.559 -21.682
O: -4.149 -13.590 -15.039
H: -3.673 -14.243 -14.525
H: -4.072 -13.894 -15.943
O: 0.836 -21.295 -16.295
H: 0.778 -22.239 -16.447
H: 1.169 -21.216 -15.401
O: -4.177 -14.279 -17.531
H: -4.751 -14.771 -18.119
H: -3.298 -14.598 -17.732
O: -3.956 -15.593 -13.161
H: -3.506 -15.720 -12.326
H: -4.741 -16.138 -13.096
O: 1.617 -16.878 -23.506
H: 2.187 -16.973 -22.743
H: 1.979 -17.484 -24.152
O: -2.366 -25.526 -18.108
H: -2.145 -26.423 -18.359
H: -3.139 -25.616 -17.551
O: -1.533 -14.862 -16.698
H: -0.838 -15.295 -16.203
H: -1.897 -15.551 -17.254
O: -2.227 -16.270 -19.011
H: -3.089 -16.668 -19.129
H: -1.609 -16.977 -19.199
O: -6.110 -14.793 -19.435
H: -7.033 -14.848 -19.186
H: -6.089 -15.089 -20.345
O: -4.738 -14.114 -23.140
H: -5.376 -14.727 -22.775
H: -4.158 -13.907 -22.407
O: -0.035 -14.789 -22.888
H: -0.797 -15.284 -22.587
H: 0.682 -15.423 -22.879

Gap between HOMO and LUMO   7.41 eV
HOMO energy   -0.296 Ha
Spin multiplicity   1
E   -5810.449207 Eh
LUMO level   -0.7 eV